Record 1
DFT (ωB97M-V/def2-TZVPD) results for C5H10N2S in the gas phase at a distorted geometry.

```
18
Properties=species:S:1:pos:R:3:forces:R:3
C -0.96055 -2.08655 -0.73300 1.66 2.70 0.43
C -0.88571 -0.59602 -0.44716 -1.75 0.84 0.86
C 0.02088 0.03660 0.28822 1.42 0.94 0.67
C 1.38057 -0.59190 0.67662 -0.32 0.24 -1.81
N -0.23290 1.50338 0.67100 0.56 -1.30 -1.77
N 0.61029 2.36585 -0.13995 1.35 -2.67 0.41
C -1.66105 1.76965 0.41142 -0.48 -2.33 2.77
S -2.34433 0.45102 -0.63591 0.00 -0.57 -0.86
H -0.07136 -2.43040 -0.25766 0.52 -1.00 -0.04
H -0.99352 -2.28895 -1.75784 0.17 -0.38 -1.64
H -1.78631 -2.50711 -0.28882 -1.98 -0.91 1.15
H 1.41679 -0.88145 1.74664 0.48 0.69 -0.65
H 2.12731 0.11544 0.22180 -0.18 -0.43 1.51
H 1.59648 -1.50862 0.04451 -0.62 0.87 0.88
H 0.19004 3.24621 -0.10561 -0.45 1.52 -0.50
H 0.74888 1.92993 -1.05505 -0.48 0.82 -0.05
H -2.00977 1.57471 1.48553 -0.60 0.67 -1.62
H -2.01626 2.70976 0.00006 0.71 0.29 0.25
```
Forces are in eV/Å.

2S+1 = 1
E_HOMO = -0.287 Eh
ΔE to the lowest compared entry with this formula, charge and spin = 2.938 eV
Structure (SMILES) = CC1=C(C)N(N)CS1
E_LUMO = 0.92 eV

natural (NBO) analysis output, partial charges in e:
1 C -0.63
2 C -0.15
3 C 0.11
4 C -0.66
5 N -0.29
6 N -0.68
7 C -0.38
8 S 0.18
9 H 0.22
10 H 0.22
11 H 0.22
12 H 0.23
13 H 0.24
14 H 0.21
15 H 0.35
16 H 0.34
17 H 0.21
18 H 0.23

---

Record 2
DFT (ωB97M-V/def2-TZVPD) results for C5H10N2S in the gas phase at a distorted geometry.

```
18
Properties=species:S:1:pos:R:3:forces:R:3
C 1.31782 0.36334 1.32481 -0.27 -2.00 0.14
C 0.60651 0.07785 -0.00134 0.49 -0.18 -0.17
C 1.56539 -0.57110 -0.99599 0.23 0.00 0.60
C -0.67291 -0.76276 0.20235 0.10 -0.04 0.71
N -1.69979 0.27340 0.23263 -0.34 0.06 -0.20
S -3.34600 -0.08172 0.10296 0.17 0.10 0.25
C -1.12978 1.39253 -0.37394 0.27 0.51 -0.04
N 0.13419 1.36894 -0.53595 -0.85 0.15 -0.06
H 0.61765 0.77242 2.02785 -0.37 0.23 0.47
H 2.11195 1.04782 1.19511 0.87 0.80 -0.26
H 1.74381 -0.58971 1.75460 -0.45 0.89 -0.40
H 2.45084 0.04986 -1.12628 -0.03 0.11 -0.04
H 1.10275 -0.72261 -1.96009 -0.18 -0.05 -0.26
H 1.90617 -1.52891 -0.59545 -0.06 -0.08 -0.11
H -0.84872 -1.46422 -0.60542 -0.04 -0.13 -0.42
H -0.67667 -1.33500 1.13620 0.07 0.13 -0.10
H -3.39897 -0.53338 -1.16279 0.04 -0.05 -0.20
H -1.78421 2.24325 -0.61925 0.36 -0.45 0.08
```
Forces are in eV/Å.

2S+1 = 1
E_HOMO = -0.331 Eh
ΔE to the lowest compared entry with this formula, charge and spin = 0.742 eV
Structure (SMILES) = CC1(C)CN(S)C=N1
E_LUMO = 0.74 eV

natural (NBO) analysis output, partial charges in e:
1 C -0.60
2 C 0.07
3 C -0.60
4 C -0.23
5 N -0.59
6 S 0.21
7 C 0.25
8 N -0.45
9 H 0.21
10 H 0.22
11 H 0.20
12 H 0.22
13 H 0.21
14 H 0.20
15 H 0.19
16 H 0.21
17 H 0.08
18 H 0.20